Here is a molecular structure, C27H39N4O2SSbSi3Sr from the OMol25 dataset. Energies are from wB97M-V/def2-TZVPD.

Last column: Mulliken charge in e.
Element x y z (Å)
Sr (-0.131, -0.859, 2.887)  1.30
O (3.797, -3.423, 3.560)  -0.80
C (2.708, -2.897, 3.255)  0.06
N (1.838, -2.209, 3.983)  -0.10
C (2.045, -2.085, 5.372)  0.04
C (2.751, -3.029, 6.128)  -0.45
C (2.886, -2.917, 7.502)  -0.59
C (2.321, -1.838, 8.162)  -0.61
C (1.602, -0.899, 7.441)  -0.48
C (1.436, -0.995, 6.051)  0.16
N (0.750, -0.038, 5.284)  -0.52
C (-0.197, 0.703, 5.853)  0.51
O (-0.686, 0.685, 7.001)  -0.80
C (-0.802, 1.757, 4.925)  0.14
C (-1.542, 2.803, 5.476)  -0.52
C (-2.126, 3.735, 4.642)  -0.35
C (-2.011, 3.577, 3.271)  -0.62
C (-1.302, 2.487, 2.797)  0.36
N (-0.684, 1.621, 3.605)  -0.08
C (2.306, -3.083, 1.787)  0.23
C (3.105, -3.865, 0.956)  -0.38
C (2.706, -4.075, -0.350)  -0.43
C (1.520, -3.498, -0.792)  -0.45
C (0.794, -2.717, 0.085)  -0.70
N (1.185, -2.511, 1.351)  0.09
H (3.214, -3.855, 5.611)  0.38
H (3.442, -3.671, 8.051)  0.34
H (2.427, -1.730, 9.236)  0.34
H (1.136, -0.072, 7.952)  0.38
H (-1.641, 2.838, 6.551)  0.44
H (-2.692, 4.561, 5.058)  0.37
H (-2.485, 4.257, 2.577)  0.40
H (-1.248, 2.246, 1.741)  -0.05
H (4.011, -4.285, 1.370)  0.45
H (3.311, -4.682, -1.014)  0.39
H (1.157, -3.639, -1.802)  0.64
H (-0.123, -2.204, -0.200)  0.23
S (-1.597, -0.256, 0.533)  -0.79
C (-1.474, -2.158, -5.741)  -1.20
Si (-1.769, -0.375, -5.137)  0.56
C (-0.977, 0.701, -6.499)  -1.23
C (-3.643, -0.131, -5.391)  -1.17
Sb (-1.273, -0.365, -2.528)  -0.10
Si (1.143, 0.329, -2.990)  0.61
C (2.101, 0.431, -1.375)  -0.69
C (1.457, 1.960, -3.909)  -1.04
C (1.984, -0.988, -4.059)  -1.04
Si (-2.070, 2.024, -2.081)  0.20
C (-0.857, 2.953, -0.985)  -0.13
C (-2.222, 3.072, -3.666)  -1.02
C (-3.788, 1.988, -1.323)  -1.05
H (-1.793, -2.289, -6.781)  0.33
H (-2.040, -2.859, -5.121)  0.30
H (-0.419, -2.442, -5.673)  0.30
H (-1.439, 0.474, -7.467)  0.43
H (0.097, 0.515, -6.594)  0.30
H (-1.118, 1.766, -6.299)  0.32
H (-3.939, -0.361, -6.420)  0.36
H (-3.948, 0.895, -5.175)  0.29
H (-4.205, -0.790, -4.723)  0.30
H (1.695, 1.223, -0.741)  0.18
H (3.156, 0.648, -1.570)  0.35
H (2.036, -0.497, -0.807)  0.02
H (1.098, 2.820, -3.341)  0.27
H (0.988, 1.988, -4.893)  0.17
H (2.539, 2.074, -4.043)  0.38
H (1.891, -1.975, -3.597)  0.16
H (3.050, -0.764, -4.163)  0.39
H (1.553, -1.032, -5.064)  0.22
H (0.009, 3.301, -1.555)  0.29
H (-0.526, 2.272, -0.198)  -0.54
H (-1.332, 3.827, -0.527)  0.39
H (-1.267, 3.145, -4.194)  0.18
H (-2.541, 4.087, -3.403)  0.41
H (-2.961, 2.661, -4.356)  0.18
H (-3.757, 1.347, -0.439)  0.21
H (-4.521, 1.592, -2.032)  0.29
H (-4.101, 2.998, -1.038)  0.33

Forces on atoms 1 to 2 (eV/Å):
Sr 0.1735 0.1877 -0.0434
O -0.0298 0.0558 0.0836

## Properties
Kohn-Sham gap = 5.2 eV
total charge = -2
HOMO level = -0.02872 Eh

=====

Here is a molecular structure, C27H40AsBr2INO3PdSi3 from the OMol25 dataset. Energies are from wB97M-V/def2-TZVPD.

Last column: Mulliken charge in e.
Element x y z (Å)
Pd (1.222, 0.077, 0.155)  0.13
C (-1.287, 3.555, -1.716)  -1.10
Si (-1.514, 3.364, 0.149)  0.73
C (-1.057, 5.028, 0.937)  -1.18
C (-3.381, 3.266, 0.456)  -1.31
As (-0.818, 1.202, 0.723)  -0.06
Si (-0.228, 1.265, 3.001)  0.61
C (-1.634, 0.480, 3.997)  -1.01
C (-0.066, 2.991, 3.777)  -1.28
C (1.360, 0.394, 3.522)  -0.89
Si (2.460, 1.908, -0.340)  0.93
C (2.727, 2.090, -2.206)  -1.22
C (4.193, 1.705, 0.441)  -1.31
C (2.043, 3.674, 0.191)  -0.76
H (-2.064, 4.207, -2.126)  0.42
H (-1.349, 2.585, -2.211)  0.24
H (-0.318, 3.983, -1.970)  0.27
H (-1.745, 5.769, 0.518)  0.39
H (-0.040, 5.345, 0.722)  0.36
H (-1.186, 5.029, 2.018)  0.29
H (-3.890, 4.155, 0.071)  0.39
H (-3.595, 3.185, 1.524)  0.30
H (-3.801, 2.383, -0.026)  0.29
H (-2.509, 1.136, 3.972)  0.32
H (-1.348, 0.329, 5.041)  0.33
H (-1.929, -0.480, 3.574)  0.12
H (-1.001, 3.547, 3.697)  0.20
H (0.727, 3.593, 3.337)  0.34
H (0.154, 2.861, 4.841)  0.37
H (1.566, -0.509, 2.945)  0.03
H (1.272, 0.127, 4.581)  0.43
H (2.211, 1.070, 3.408)  0.32
H (3.166, 1.199, -2.656)  0.17
H (3.388, 2.945, -2.390)  0.39
H (1.777, 2.252, -2.718)  0.20
H (4.429, 0.673, 0.681)  0.28
H (4.260, 2.299, 1.355)  0.39
H (4.948, 2.088, -0.256)  0.31
H (1.256, 4.089, -0.433)  0.03
H (2.934, 4.299, 0.064)  0.47
H (1.722, 3.736, 1.230)  -0.07
Br (-2.665, -3.726, 0.403)  -0.18
C (-2.321, -3.593, 2.263)  0.49
C (-3.341, -3.889, 3.155)  -0.48
C (-3.112, -3.774, 4.517)  -0.44
C (-1.868, -3.358, 4.973)  -0.67
C (-0.862, -3.065, 4.067)  -0.11
C (-1.067, -3.182, 2.695)  0.07
C (0.064, -2.845, 1.729)  -0.03
O (0.830, -3.781, 1.448)  -0.85
O (0.071, -1.657, 1.349)  0.03
H (-4.307, -4.198, 2.779)  0.37
H (-3.907, -3.997, 5.217)  0.35
H (-1.686, -3.248, 6.035)  0.36
H (0.104, -2.720, 4.414)  0.38
O (3.119, -1.127, 0.080)  -0.92
N (3.198, -1.947, -0.941)  0.69
C (3.920, -1.579, -2.015)  -0.21
C (4.004, -2.400, -3.114)  -0.78
C (3.333, -3.616, -3.112)  -0.20
C (2.605, -3.968, -1.993)  -0.75
C (2.538, -3.117, -0.906)  -0.77
H (4.374, -0.604, -1.929)  0.52
H (4.564, -2.060, -3.974)  0.37
H (3.351, -4.256, -3.984)  0.46
H (2.031, -4.882, -1.951)  0.43
H (1.964, -3.302, 0.002)  0.99
Br (0.392, -3.507, -5.753)  -0.30
C (-1.288, -2.566, -5.472)  0.43
C (-2.260, -2.743, -6.450)  -0.53
C (-3.481, -2.105, -6.287)  -0.28
C (-3.701, -1.315, -5.162)  -0.63
C (-2.699, -1.160, -4.214)  -0.31
C (-1.472, -1.795, -4.363)  -0.44
I (0.367, -0.865, -2.663)  -0.28
H (-2.068, -3.364, -7.318)  0.33
H (-4.256, -2.228, -7.035)  0.32
H (-4.657, -0.818, -5.031)  0.32
H (-2.868, -0.538, -3.341)  0.39

Forces on atoms 1 to 2 (eV/Å):
Pd 0.2937 -0.0239 0.1805
C -0.0390 0.0408 0.0433

## Properties
Kohn-Sham gap (alpha / beta) = 4.8 / 5.9 eV
total charge = -2
HOMO level (alpha / beta) = -0.02043 / -0.06243 Eh
2S+1 = 2

=====

Here is 5 unconnected molecules or ions with the total composition C27H40B2F12N2O11 at a distorted geometry from the OMol25 dataset. Energies are from wB97M-V/def2-TZVPD.

Last column: Mulliken charge in e.
Element x y z (Å)
C (2.049, -2.383, -2.728)  -1.08
C (2.381, -0.976, -2.145)  -0.30
B (1.049, -0.164, -1.968)  0.14
O (0.498, 0.529, -3.006)  -0.07
C (0.275, -0.128, -0.553)  1.33
C (1.137, 0.869, 0.278)  -2.21
C (0.396, -1.437, 0.094)  -0.99
N (0.458, -2.497, 0.535)  -0.63
C (-1.248, 0.302, -0.609)  2.09
C (-1.256, 1.731, -0.955)  -1.19
N (-1.245, 2.850, -1.217)  -0.66
C (-2.055, -0.389, -1.757)  -1.52
C (-1.776, -1.860, -2.083)  1.94
C (-2.581, -2.877, -1.297)  -1.62
O (-2.120, -2.083, -3.460)  -0.68
B (-1.900, 0.219, 0.874)  1.15
C (-2.581, -1.042, 1.498)  -0.75
O (-1.826, 1.376, 1.615)  -0.56
H (2.007, -3.121, -1.927)  0.29
H (2.842, -2.699, -3.406)  0.33
H (1.101, -2.403, -3.268)  0.27
H (3.052, -0.460, -2.839)  0.46
H (2.917, -1.101, -1.202)  0.22
H (1.166, 0.772, -3.660)  0.02
H (2.148, 0.465, 0.363)  0.53
H (0.759, 0.982, 1.293)  0.36
H (1.217, 1.832, -0.226)  0.49
H (-3.124, -0.275, -1.552)  0.78
H (-1.868, 0.179, -2.667)  0.30
H (-0.714, -2.106, -1.974)  -0.68
H (-3.589, -2.521, -1.082)  0.30
H (-2.091, -3.086, -0.344)  0.24
H (-2.620, -3.813, -1.853)  0.46
H (-1.715, -1.391, -3.994)  0.33
H (-2.948, -0.785, 2.490)  0.13
H (-3.463, -1.303, 0.903)  0.30
H (-1.933, -1.916, 1.578)  0.30
H (-1.533, 1.207, 2.518)  0.22
C (-1.167, 4.664, -4.753)  -1.36
C (-1.027, 3.169, -4.903)  0.51
O (-0.253, 2.823, -6.081)  -0.33
C (1.057, 2.842, -5.943)  0.41
O (1.686, 3.066, -4.948)  -0.54
C (1.729, 2.448, -7.280)  0.86
F (1.180, 3.088, -8.314)  -0.25
F (1.584, 1.128, -7.476)  -0.25
F (3.026, 2.727, -7.248)  -0.24
H (-1.605, 5.101, -5.651)  0.36
H (-1.812, 4.882, -3.902)  0.41
H (-0.199, 5.133, -4.582)  0.32
H (-1.994, 2.696, -5.060)  0.35
H (-0.565, 2.723, -4.023)  -0.20
C (0.848, -6.038, -0.210)  -0.99
C (1.171, -7.511, -0.276)  -0.44
O (1.952, -7.821, -1.456)  -0.30
C (3.247, -7.572, -1.378)  0.34
O (3.850, -7.128, -0.446)  -0.51
C (3.936, -7.982, -2.701)  0.91
F (3.248, -7.553, -3.763)  -0.24
F (4.022, -9.318, -2.770)  -0.26
F (5.162, -7.478, -2.762)  -0.24
H (0.343, -5.717, -1.122)  0.30
H (0.195, -5.830, 0.638)  0.43
H (1.752, -5.441, -0.093)  0.32
H (0.271, -8.112, -0.380)  0.35
H (1.711, -7.849, 0.608)  0.34
C (0.786, 5.565, 0.683)  -1.30
C (0.326, 4.533, 1.686)  0.40
O (1.249, 4.429, 2.799)  -0.31
C (1.122, 5.340, 3.748)  0.28
O (0.325, 6.228, 3.808)  -0.51
C (2.162, 5.074, 4.862)  0.90
F (3.372, 4.823, 4.355)  -0.24
F (1.783, 4.006, 5.584)  -0.24
F (2.253, 6.118, 5.676)  -0.24
H (1.800, 5.345, 0.346)  0.34
H (0.119, 5.551, -0.179)  0.36
H (0.780, 6.565, 1.116)  0.40
H (0.314, 3.542, 1.241)  -0.21
H (-0.673, 4.749, 2.060)  0.34
C (-1.031, 2.513, 7.546)  -1.04
C (-2.496, 2.153, 7.443)  -0.27
O (-2.714, 1.111, 6.459)  -0.31
C (-2.479, -0.127, 6.860)  0.32
O (-2.109, -0.491, 7.936)  -0.52
C (-2.803, -1.109, 5.711)  0.93
F (-2.290, -0.674, 4.549)  -0.28
F (-4.129, -1.217, 5.560)  -0.27
F (-2.309, -2.312, 5.962)  -0.24
H (-0.638, 2.801, 6.570)  0.23
H (-0.905, 3.351, 8.231)  0.40
H (-0.445, 1.673, 7.917)  0.32
H (-3.085, 2.993, 7.084)  0.34
H (-2.903, 1.828, 8.399)  0.33

Forces on atoms 1 to 2 (eV/Å):
C 0.2676 0.0767 0.1941
C -0.0945 -0.0191 -0.0197

## Properties
Kohn-Sham gap = 10.6 eV
SMILES string = CCB(O)[C@](C)(C#N)[C@@](C#N)(C[C@@H](C)O)B(C)O.CCOC(=O)C(F)(F)F.CCOC(=O)C(F)(F)F.CCOC(=O)C(F)(F)F.CCOC(=O)C(F)(F)F
HOMO level = -0.38395 Eh